(1)
Formula: C3H3F2I
Source: the OMol25 dataset
Level of theory: wB97M-V/def2-TZVPD

Last column: Löwdin charge in e.
Element x y z (Å)
C1 0.98318 -0.62125 -0.17116  -0.080
C2 0.33438 0.76120 -0.28801  -0.451
C3 -0.90472 0.76539 0.68124  -0.578
F1 1.75713 -0.97444 0.84134  0.031
F2 1.07584 1.86655 0.11062  -0.038
I1 -2.67812 -0.08171 0.06452  0.798
H1 0.32439 -1.51630 -0.43331  0.124
H2 -0.02702 1.08645 -1.39221  0.172
H3 -0.75744 0.37260 1.71102  0.021

Atoms 1-6, force components in eV/Å:
C -2.0 -0.5 -0.8
C -2.1 1.4 -0.8
C 1.2 -1.6 -0.1
F 0.4 0.7 0.5
F 0.8 -0.8 0.0
I -0.2 0.1 -0.4

Results
LUMO level (spin up / spin down) = -0.87 / -0.17 eV
net charge = 0


(2)
Formula: C3H3F2I
Source: the OMol25 dataset
Level of theory: wB97M-V/def2-TZVPD

Last column: Löwdin charge in e.
Element x y z (Å)
C1 0.96535 -0.23499 0.44852  -0.128
C2 1.71191 0.64092 -0.22002  -0.104
C3 -2.27727 0.03194 0.11908  -0.519
F1 0.32241 -1.15778 -0.33728  -0.047
F2 2.49175 1.44171 0.57136  -0.019
I1 -4.14117 -0.05825 -0.78920  0.686
H1 1.05155 -0.36510 1.49532  0.113
H2 1.79278 0.71444 -1.36545  0.153
H3 -1.91731 -1.01289 0.07768  -0.136

Atoms 1-6, force components in eV/Å:
C 1.1 0.1 -2.8
C 0.1 -0.2 -0.1
C -0.4 0.1 -0.1
F 0.0 0.3 1.0
F -0.4 -0.1 -1.1
I 0.6 -0.1 0.2

Results
LUMO level = -1.29 eV
net charge = 0


(3)
Formula: C3H3F2IO
Source: the OMol25 dataset
Level of theory: wB97M-V/def2-TZVPD

Last column: Löwdin charge in e.
Element x y z (Å)
C1 1.44889 1.94285 -0.35662  -0.391
C2 3.38858 -0.69111 1.31527  -0.526
C3 0.05725 -0.05221 -0.18527  -0.029
O1 0.35102 1.40554 -0.26288  -0.195
F1 2.50640 -0.24873 2.15474  -0.019
F2 2.90058 -1.90382 0.89951  -0.104
I1 3.24602 0.67058 -0.65636  1.038
H1 -0.76908 -0.20556 -0.85069  0.091
H2 -0.28561 -0.34007 0.88404  0.134
H3 0.92714 -0.65698 -0.18966  0.001

Atoms 1-6, force components in eV/Å:
C 1.0 2.0 -0.5
C 2.1 -2.1 0.7
C -1.5 0.0 3.0
O -1.0 -2.2 0.7
F -1.4 0.3 0.5
F -0.3 0.6 0.2

Results
LUMO level = -0.25 eV
net charge = 0


(4)
Formula: C3H3F2N
Source: the OMol25 dataset
Level of theory: wB97M-V/def2-TZVPD

Last column: Löwdin charge in e.
Element x y z (Å)
C1 1.77188 0.18459 0.04337  -0.123
C2 -0.93716 -0.39224 -0.46148  -0.133
C3 -0.08476 0.58902 0.37549  -0.194
N1 2.83215 -0.20719 -0.01122  0.052
F1 -1.10982 -1.47653 0.38926  -0.059
F2 -0.16734 1.87742 0.18820  0.077
H1 -0.36865 -0.89931 -1.27180  0.140
H2 -1.92374 0.08646 -0.61254  0.138
H3 -0.01256 0.23777 1.36072  0.103

Atoms 1-6, force components in eV/Å:
C -5.9 1.3 0.6
C 0.8 -0.2 0.7
C 4.6 -2.1 -2.3
N 2.4 -0.7 -0.2
F -0.5 -0.1 0.5
F -0.8 0.7 -0.1

Results
LUMO level = 0.34 eV
net charge = 0


(5)
Formula: C3H3F3O
Source: the OMol25 dataset
Level of theory: wB97M-V/def2-TZVPD

Last column: Löwdin charge in e.
Element x y z (Å)
C1 0.94982 -0.24220 -0.62505  -0.151
C2 1.42323 0.96295 -0.26077  -0.182
C3 -2.80442 -0.77018 0.31440  -0.092
O1 0.23963 -1.06538 0.20164  -0.039
F1 1.97515 1.75964 -1.12355  0.044
F2 -1.96320 -1.29348 1.10515  0.074
F3 -2.42998 0.48888 0.14022  0.034
H1 1.15771 -0.65744 -1.52595  0.093
H2 1.30332 1.38172 0.73531  0.119
H3 0.14874 -0.56451 1.03859  0.100

Atoms 1-6, force components in eV/Å:
C 0.3 2.0 2.8
C -1.8 -2.3 1.1
C -1.0 0.7 -1.0
O 0.7 0.8 0.6
F 1.3 1.3 -1.4
F 0.2 -0.2 1.0

Results
LUMO level = 0.22 eV
net charge = 0


(6)
Formula: C3H3F4NO3S
Source: the OMol25 dataset
Level of theory: wB97M-V/def2-TZVPD

Last column: Löwdin charge in e.
Element x y z (Å)
O1 -2.80738 2.01765 0.61914  -0.176
S1 -1.61408 1.38201 0.45792  0.819
O2 -1.17400 1.57421 -1.03885  -0.129
F1 -0.47242 2.34444 1.23548  -0.213
C1 -1.08439 -0.14056 1.07248  -0.176
C2 -1.90073 -1.12688 0.29516  -0.799
F2 -1.74224 -2.30601 0.73953  0.206
F3 -1.45911 -1.23597 -0.96580  0.116
F4 -3.22856 -0.87447 0.14746  0.109
H1 -0.24726 1.48333 -1.32298  0.075
H2 -1.45166 -0.01919 2.18513  0.144
N1 1.15471 0.19912 -0.84215  0.137
C3 1.04537 -0.77248 -0.08333  -0.419
O3 1.10006 -1.85390 0.30319  0.204
H3 1.88773 0.89778 -0.80209  0.102

Atoms 1-6, force components in eV/Å:
O -3.9 1.8 0.6
S 7.3 -0.6 -0.3
O -1.6 0.6 0.9
F -1.7 -1.3 -1.2
C -2.4 2.1 1.4
C 0.1 1.0 -1.2

Results
LUMO level = 0.29 eV
SMILES string = O=[S@@](O)(F)=CC(F)(F)F.N=C=O
net charge = 0


(7)
Formula: C3H3F6OP
Source: the OMol25 dataset
Level of theory: wB97M-V/def2-TZVPD

Last column: Löwdin charge in e.
Element x y z (Å)
C1 0.59291 -1.49406 0.90537  -0.206
C2 -0.87689 1.02179 0.94188  -0.790
C3 0.70989 0.70726 -1.81047  -0.621
O1 -1.68809 -1.07416 -0.65255  -0.325
F1 -0.03092 1.91898 1.31096  0.173
F2 -1.77933 1.71674 0.28984  0.141
F3 -1.37245 0.41564 2.01579  0.112
F4 0.06153 0.20730 -2.86010  0.113
F5 0.54676 1.97835 -1.68633  0.172
F6 1.98272 0.43291 -1.85642  0.147
P1 -0.43906 -0.45306 -0.13313  0.826
H1 1.44464 -0.97910 1.32090  0.034
H2 -0.17396 -1.93527 1.79088  0.137
H3 1.02224 -2.46331 0.42338  0.088

Atoms 1-6, force components in eV/Å:
C -1.2 -3.2 1.4
C -0.4 -1.3 -1.1
C -2.5 -3.5 2.7
O 1.1 0.5 0.3
F 2.6 0.9 1.0
F -1.9 0.2 -0.6

Results
LUMO level = 0.39 eV
net charge = 0


(8)
Formula: C3H3FHoO
Source: the OMol25 dataset
Level of theory: wB97M-V/def2-TZVPD

Last column: Löwdin charge in e.
Element x y z (Å)
F1 -0.15531 1.63230 -1.38220  -0.376
O1 -0.14208 -0.53118 1.45255  -0.097
C1 -0.09509 0.01068 -0.46367  -0.118
C2 -0.97620 -0.91965 0.31841  -0.167
C3 0.53455 0.44557 0.66339  -0.322
H1 -1.25191 -1.99259 0.34379  0.122
H2 -2.06983 -0.91355 0.13134  0.125
Ho1 2.48701 2.14922 0.18130  0.757
H3 1.66886 0.11920 -1.24490  0.076

Atoms 1-6, force components in eV/Å:
F -0.2 -2.9 1.0
O -0.9 0.1 -0.6
C 2.2 2.9 -0.9
C -2.1 -1.4 -0.4
C -0.3 -0.2 0.9
H 2.7 -0.8 -0.8

Results
LUMO level (spin up / spin down) = -0.62 / -0.99 eV
multiplicity = 6
net charge = 0


(9)
Formula: C3H3FILiO3
Source: the OMol25 dataset
Level of theory: wB97M-V/def2-TZVPD

Last column: Löwdin charge in e.
Element x y z (Å)
Li1 -0.46984 4.70542 2.69778  0.736
I1 -3.64512 4.47306 0.63655  -0.737
C1 0.42049 -1.14693 -1.21551  -0.087
C2 -0.54162 -0.63908 -0.16188  -0.334
O1 0.24136 -0.86187 0.99560  0.115
C3 1.60484 -0.89698 0.63613  -0.415
O2 2.60922 -0.92790 1.40938  0.098
O3 1.69441 -0.78730 -0.71744  0.070
F1 -1.60491 -1.43545 -0.25920  0.090
H1 0.34111 -0.66625 -2.19058  0.141
H2 0.21727 -2.19322 -1.44371  0.144
H3 -0.86727 0.37646 -0.38713  0.177

Atoms 1-6, force components in eV/Å:
Li -1.0 -0.1 -0.6
I 1.0 0.0 0.6
C -0.3 1.2 -2.0
C 1.5 -0.6 -2.0
O 1.2 0.4 0.6
C 3.3 0.5 2.5

Results
LUMO level = -2.21 eV
net charge = 0


(10)
Formula: C3H3FN2
Source: the OMol25 dataset
Level of theory: wB97M-V/def2-TZVPD

Last column: Löwdin charge in e.
Element x y z (Å)
C1 0.49027 -0.81451 -0.17583  -0.175
C2 -0.89369 1.31981 0.18709  -0.376
C3 1.11384 -1.11592 0.92664  -0.035
N1 -1.01041 1.63532 1.36528  0.173
N2 -0.33249 0.25112 -0.52291  -0.015
F1 1.82248 -2.12908 1.36519  0.063
H1 0.66757 -1.42473 -1.06638  0.126
H2 -1.33930 1.99371 -0.56549  0.120
H3 -0.51827 0.28428 -1.51359  0.120

Atoms 1-6, force components in eV/Å:
C 0.4 -0.8 -1.0
C 0.1 -0.6 -2.5
C -0.3 0.7 1.4
N 0.3 -0.1 1.7
N -0.3 0.6 0.2
F -0.2 0.1 -0.6

Results
LUMO level (spin up / spin down) = -0.61 / -0.62 eV
net charge = 0


(11)
Formula: C3H3FN2O2
Source: the OMol25 dataset
Level of theory: wB97M-V/def2-TZVPD

Last column: Löwdin charge in e.
Element x y z (Å)
N1 -1.99001 -0.10317 0.02003  0.047
N2 -0.74006 0.15080 -0.50347  -0.187
C1 0.17121 -0.93347 -0.22644  0.042
C2 1.44653 -0.47450 0.05609  -0.161
F1 2.50249 -1.32047 -0.04850  0.071
C3 1.36956 0.98677 -0.10263  -0.347
O1 2.20178 1.88388 -0.10784  0.114
O2 -0.03983 1.29803 0.02954  0.023
H1 -2.79618 0.63451 -0.08674  0.154
H2 -1.90342 -0.08445 1.00412  0.064
H3 -0.22208 -2.03794 -0.03415  0.180

Atoms 1-6, force components in eV/Å:
N -2.3 1.8 0.3
N 1.1 -1.7 0.1
C -0.1 -0.9 1.3
C -2.6 -1.4 -2.3
F -0.5 1.4 0.7
C 1.3 2.5 1.7

Results
LUMO level = -0.20 eV
SMILES string = Nn1cc(F)c(=O)o1
net charge = 0


(12)
Formula: C3H3FN2S
Source: the OMol25 dataset
Level of theory: wB97M-V/def2-TZVPD

Last column: Löwdin charge in e.
Element x y z (Å)
C1 0.37159 -2.23811 -1.59631  -0.526
C2 0.26502 -0.91470 1.01438  -0.505
C3 -0.55707 1.75317 0.54905  -0.301
N1 0.47256 -1.77520 -2.69733  0.188
N2 0.36758 -2.68563 -0.49662  0.169
F1 1.38013 -0.37234 0.48132  -0.068
S1 -0.99189 0.08700 1.31062  0.925
H1 -0.53541 1.66695 -0.52002  0.035
H2 0.44708 1.96972 1.01590  0.056
H3 -1.21959 2.50913 0.93901  0.027

Atoms 1-6, force components in eV/Å:
C 0.2 1.4 -2.3
C 1.9 -0.5 -0.8
C 1.6 -0.7 1.9
N -0.1 0.5 -1.4
N -0.3 -1.9 4.1
F -1.1 -0.1 0.5

Results
LUMO level (spin up / spin down) = -2.57 / -2.03 eV
net charge = 0


(13)
Formula: C3H3FNO2
Source: the OMol25 dataset
Level of theory: wB97M-V/def2-TZVPD

Last column: Löwdin charge in e.
Element x y z (Å)
C1 2.07221 -0.02309 -0.15633  -0.658
C2 -1.20489 -0.45387 0.47223  -0.135
C3 0.83221 0.37024 -0.62411  -0.071
N1 -2.35197 -0.71644 -0.06082  -0.068
O1 1.69914 1.13930 0.41085  -0.052
O2 2.97567 -0.80807 -0.02682  0.027
F1 -3.19093 0.44913 -0.14244  -0.211
H1 -0.60756 -1.32677 0.67009  0.062
H2 -0.98909 0.45224 1.01751  0.062
H3 0.76520 0.91732 -1.56017  0.044

Atoms 1-6, force components in eV/Å:
C -0.3 -0.1 -0.2
C -1.1 0.3 0.2
C -1.4 -0.5 -1.0
N 0.7 -0.7 -0.1
O 0.9 0.5 1.0
O 0.5 0.1 0.2

Results
LUMO level = 4.26 eV
net charge = -1


(14)
Formula: C3H3FO2
Source: the OMol25 dataset
Level of theory: wB97M-V/def2-TZVPD

Last column: Löwdin charge in e.
Element x y z (Å)
C1 1.50129 -0.48742 1.71780  -0.311
C2 -1.30619 0.35530 -1.53662  -0.124
C3 0.09992 0.48673 -1.10635  -0.004
O1 2.47084 -0.58687 2.41769  0.107
O2 -0.76384 0.73054 -0.21430  -0.028
F1 0.73817 -1.51527 1.31230  0.049
H1 -1.82553 1.10517 -2.14982  0.091
H2 -2.04492 -0.46058 -1.48124  0.102
H3 1.13027 0.37239 1.04054  0.118

Atoms 1-6, force components in eV/Å:
C 1.6 1.2 -1.2
C -2.4 -0.1 -0.5
C 0.9 -0.8 -0.6
O -2.3 0.1 -1.0
O -0.9 0.8 0.2
F 0.0 -0.6 0.7

Results
LUMO level = 0.26 eV
net charge = 0


(15)
Formula: C3H3FO2
Source: the OMol25 dataset
Level of theory: wB97M-V/def2-TZVPD

Last column: Löwdin charge in e.
Element x y z (Å)
O1 2.12557 -1.75210 0.55656  0.127
C1 1.45280 -0.79967 0.23602  -0.077
C2 0.43803 0.02329 0.27270  -0.182
C3 -0.01531 1.35978 0.51601  -0.113
O2 -0.44231 0.70947 -0.63185  -0.003
H1 -0.81992 1.53996 1.26013  0.139
H2 0.66401 2.12630 0.24876  0.111
F1 -1.96213 -1.81535 -0.94584  -0.020
H3 -1.44072 -1.39167 -1.51247  0.018

Atoms 1-6, force components in eV/Å:
O -1.7 3.1 -1.5
C 1.6 -3.4 1.7
C -0.8 0.4 -0.8
C -0.7 0.7 1.3
O 0.3 -1.9 -0.8
H 0.8 0.0 -0.4

Results
LUMO level = -0.30 eV
SMILES string = O=C=C1CO1.F
net charge = 0


(16)
Formula: C3H3FO2Pd
Source: the OMol25 dataset
Level of theory: wB97M-V/def2-TZVPD

Last column: Löwdin charge in e.
Element x y z (Å)
H1 -0.61398 -1.71295 0.44461  0.120
F1 -1.73769 0.21348 1.33261  -0.043
O1 -0.24965 1.27772 -0.04099  -0.029
O2 0.95344 -0.28018 -0.80882  -0.091
C1 -0.31842 0.25215 0.95098  -0.247
C2 0.14524 -0.95566 0.20205  -0.140
C3 0.23110 0.75657 -1.17628  -0.509
H2 0.19115 0.54584 1.87114  0.155
H3 0.77021 -1.93531 -0.11646  0.188
Pd1 0.62862 1.83833 -2.65882  0.599

Atoms 1-6, force components in eV/Å:
H -2.5 0.5 -2.6
F 2.2 -0.7 -0.6
O -1.1 0.3 2.2
O -1.1 -1.7 -2.4
C -0.9 1.5 1.6
C 2.1 -3.2 0.5

Results
LUMO level (spin up / spin down) = -0.46 / -1.48 eV
multiplicity = 3
net charge = 0


(17)
Formula: C3H3FO2Sm
Source: the OMol25 dataset
Level of theory: wB97M-V/def2-TZVPD

Last column: Löwdin charge in e.
Element x y z (Å)
H1 1.62255 0.66640 -0.47098  0.185
F1 -0.99787 -1.21802 -1.36447  0.102
O1 -0.27005 -0.89867 0.73502  0.042
O2 -0.15929 1.19349 0.25045  -0.013
C1 0.11232 -0.89956 -0.64740  -0.266
C2 0.54871 0.54106 -0.83515  0.005
C3 -0.30876 0.32797 1.20775  -0.244
H2 0.87411 -1.66803 -0.80258  0.188
H3 0.21443 0.97454 -1.78137  0.167
Sm1 -1.63615 0.98082 3.70874  1.834

Atoms 1-6, force components in eV/Å:
H -1.1 -0.1 -1.5
F 0.4 0.3 0.4
O 0.7 0.3 1.4
O 0.3 0.3 1.4
C -0.1 -0.3 -1.1
C 1.1 -0.3 0.3

Results
LUMO level (spin up / spin down) = -9.88 / -9.67 eV
multiplicity = 7
net charge = +2


(18)
Formula: C3H3FOS
Source: the OMol25 dataset
Level of theory: wB97M-V/def2-TZVPD

Last column: Löwdin charge in e.
Element x y z (Å)
C1 -0.79817 -0.26827 0.48693  -0.408
C2 -0.57230 1.22215 0.56346  -0.342
C3 0.45575 -0.63864 -0.28695  -0.706
H1 -0.69544 -0.74916 1.46676  0.161
H2 -1.07943 1.86338 -0.18329  0.099
H3 -0.63970 1.62520 1.58706  0.083
O1 0.76493 -1.60096 -0.88796  0.104
F1 -1.89350 -0.70689 -0.20783  0.025
S1 1.17656 0.90868 0.09519  0.984

Atoms 1-6, force components in eV/Å:
C -0.3 -1.3 -0.8
C 0.6 0.7 0.4
C -0.7 0.6 0.7
H -0.5 0.0 0.0
H 0.2 -0.6 0.5
H -0.2 0.0 -0.6

Results
LUMO level = 0.45 eV
net charge = 0


(19)
Formula: C3H3FOS
Source: the OMol25 dataset
Level of theory: wB97M-V/def2-TZVPD

Last column: Löwdin charge in e.
Element x y z (Å)
O1 -1.78427 1.09388 -0.03106  -0.111
C1 -0.93127 0.04584 0.06543  -0.994
S1 -1.54770 -1.31786 -0.06108  0.849
C2 0.51580 0.43812 -0.17650  -0.044
C3 1.42244 -0.51406 -0.03322  -0.119
F1 2.77484 -0.34615 0.03831  0.010
H1 -2.71020 0.63386 0.46595  0.197
H2 0.80603 1.48559 -0.27436  0.126
H3 1.45434 -1.51921 0.00653  0.085

Atoms 1-6, force components in eV/Å:
O -3.0 -0.6 3.4
C 2.7 5.9 -2.4
S -2.1 -7.2 0.4
C -0.8 -0.1 1.2
C 2.0 2.1 -0.2
F -0.1 1.6 -0.4

Results
LUMO level = -0.22 eV
SMILES string = OC(=S)/C=C/F
net charge = 0


(20)
Formula: C3H3FOS
Source: the OMol25 dataset
Level of theory: wB97M-V/def2-TZVPD

Last column: Löwdin charge in e.
Element x y z (Å)
F1 0.34441 -0.92942 3.00840  0.028
C1 0.39273 -0.61395 1.71075  -0.117
C2 -0.72681 -0.62725 0.97968  -0.074
O1 -0.71539 -0.28786 -0.34970  -0.099
C3 0.12348 0.61148 -0.79043  -0.734
S1 0.21170 0.92465 -2.39255  0.686
H1 1.39444 -0.43197 1.40681  0.118
H2 -1.65180 -1.05658 1.31247  0.134
H3 0.75716 1.14017 -0.11657  0.058

Atoms 1-6, force components in eV/Å:
F -0.2 -0.2 0.3
C -1.3 -0.3 0.0
C 1.6 -0.3 0.6
O -0.8 -0.6 0.5
C 0.3 0.6 -2.9
S 0.1 0.0 0.8

Results
LUMO level = -0.06 eV
SMILES string = F/C=C/OC=S
net charge = 0


Strongest force on any atom / eV/A: 2.97; 3.00; 3.37; 6.05; 3.41; 7.36; 5.10; 3.79; 6.28; 2.59; 3.73; 4.49; 1.80; 2.54; 4.13; 3.85; 2.08; 1.67; 7.54; 2.96